Entry 1:
This record from the Open Molecules 2025 dataset describes an isolated ion of composition C5H14N3 and charge +1 in a non-equilibrium geometry. The level of theory is ωB97M-V/def2-TZVPD.

Each line ends with the Mulliken charge.
Cartesian coordinates (Å):
C: 2.1676 -0.9275 -0.4413  -1.606
C: 1.7599 0.5298 -0.2624  0.391
N: 1.2508 1.0598 -1.5368  -0.484
C: 0.6804 0.6738 0.9312  -1.253
C: -0.6529 0.2357 0.5600  0.870
N: -1.4522 1.1137 -0.1254  -0.422
C: -1.1413 -1.0267 0.8048  -0.814
N: -2.4743 -1.4382 0.4510  -0.306
H: 2.5668 -1.3679 0.4764  0.376
H: 1.3140 -1.4984 -0.7833  0.456
H: 3.0431 -0.9188 -1.0893  0.392
H: 2.5297 1.2419 0.0360  0.384
H: 1.5727 1.9871 -1.6890  0.219
H: 1.3375 0.3855 -2.2820  0.184
H: 0.7506 1.6865 1.3136  0.509
H: 1.0602 -0.0755 1.6290  0.264
H: -1.2057 2.0829 -0.0390  0.233
H: -2.2545 0.8279 -0.6385  0.129
H: -0.4007 -1.7499 1.0989  0.347
H: -2.7270 -2.3681 0.7970  0.375
H: -2.6759 -1.4976 -0.5615  0.367
H: -3.2402 -0.8417 0.8007  0.387

Cartesian forces (eV/Å) of the 2 atoms listed first:
C 1.101 0.995 0.770
C -1.479 0.850 -0.191

As for the relative energy (zero: lowest compared OMol25 entry of this formula, charge and spin): 206.0 kJ/mol. Its HOMO energy is -11.95 eV. As for the SMILES: C[C@@H](N)C/C(N)=C/[NH3+]. Its net charge is +1.

=====

Entry 2:
This record from the Open Molecules 2025 dataset describes one molecule with the formula C4H6N2O. The level of theory is ωB97M-V/def2-TZVPD.

Each line ends with the Mulliken charge.
Cartesian coordinates (Å):
N: -1.8701 -0.5549 -0.3970  -0.711
C: -0.9076 0.0769 0.5192  0.546
C: -0.1150 1.2607 -0.0543  -0.846
C: 1.1552 0.8749 -0.1839  -0.061
C: 1.1593 -0.5651 0.1532  0.365
O: 2.1432 -1.4100 -0.2097  -0.473
N: 0.0894 -0.9822 0.7119  -0.653
H: -2.8268 -0.2928 -0.1897  0.249
H: -1.7862 -1.5527 -0.2061  0.251
H: -1.4054 0.4239 1.4429  0.309
H: -0.4967 2.2279 -0.3628  0.346
H: 2.0179 1.4388 -0.5291  0.361
H: 2.8428 -0.9453 -0.6946  0.317

Cartesian forces (eV/Å) of the 2 atoms listed first:
N -0.087 0.078 0.058
C 0.136 0.215 0.008

As for the relative energy (zero: lowest compared OMol25 entry of this formula, charge and spin): 161.1 kJ/mol. Its HOMO energy is -9.21 eV. As for the SMILES: N[C@@H]1C=CC(O)=N1. Its net charge is 0.

=====

Repeat the second record exactly.
This record from the Open Molecules 2025 dataset describes one molecule with the formula C4H6N2O. The level of theory is ωB97M-V/def2-TZVPD.

Each line ends with the Mulliken charge.
Cartesian coordinates (Å):
N: -1.8701 -0.5549 -0.3970  -0.711
C: -0.9076 0.0769 0.5192  0.546
C: -0.1150 1.2607 -0.0543  -0.846
C: 1.1552 0.8749 -0.1839  -0.061
C: 1.1593 -0.5651 0.1532  0.365
O: 2.1432 -1.4100 -0.2097  -0.473
N: 0.0894 -0.9822 0.7119  -0.653
H: -2.8268 -0.2928 -0.1897  0.249
H: -1.7862 -1.5527 -0.2061  0.251
H: -1.4054 0.4239 1.4429  0.309
H: -0.4967 2.2279 -0.3628  0.346
H: 2.0179 1.4388 -0.5291  0.361
H: 2.8428 -0.9453 -0.6946  0.317

Cartesian forces (eV/Å) of the 2 atoms listed first:
N -0.087 0.078 0.058
C 0.136 0.215 0.008

As for the relative energy (zero: lowest compared OMol25 entry of this formula, charge and spin): 161.1 kJ/mol. Its HOMO energy is -9.21 eV. As for the SMILES: N[C@@H]1C=CC(O)=N1. Its net charge is 0.

=====

> Which of these has the lowest net charge?

C4H6N2O

=====

> The lowest net charge belongs to which entry?

C4H6N2O

=====

> Which value of net charge does entry 1 give?

+1